Below is 14 unconnected molecules or ions with the total composition C48H133N9O15, with properties calculated with ωB97M-V/def2-TZVPD.

```
205
Properties=species:S:1:pos:R:3:forces:R:3:lowdin_charge:R:1
O -6.31269 -0.19988 4.43614 0.081 -0.134 -0.212 -0.07
O 3.56386 -2.97339 -1.83131 -0.486 -0.278 -0.007 -0.16
O -2.76974 2.10417 2.78376 -0.611 -1.062 -0.710 -0.12
O 2.70242 4.80656 1.81170 -0.037 -0.441 0.511 -0.18
O -0.50171 -7.84105 -6.30288 -0.236 -0.794 0.885 -0.17
O -2.64178 -3.29589 1.92880 0.108 -0.617 0.055 -0.11
O 3.44143 1.74458 -2.61396 -0.323 0.087 0.168 -0.19
O -0.79146 -4.05853 3.95075 0.241 -0.001 -0.057 -0.07
O -6.67930 1.72704 -1.01570 -0.142 -0.193 -0.198 -0.07
O 2.08249 3.16473 5.50133 0.341 0.227 -0.350 -0.21
O -5.56085 -2.56890 -3.40711 -0.462 0.303 -0.106 -0.19
O -0.54830 -1.79901 -4.28456 0.331 -0.217 -0.214 -0.17
O -4.32672 5.48812 -3.83221 0.068 -0.199 -1.023 -0.19
O 3.75859 -2.34004 5.71289 -0.094 0.577 -0.004 -0.21
O 1.17435 -0.23726 1.27118 -0.327 0.052 -0.373 -0.19
N 6.68221 2.50724 -1.06041 -0.142 0.494 -0.034 0.03
N -8.20214 -3.80161 -3.78795 -0.413 -0.129 -0.624 0.04
N 6.11192 3.50847 2.31388 -0.164 0.334 0.110 0.04
N -1.13060 5.19916 -2.04479 -0.115 0.800 -0.243 0.04
N 5.59625 -0.23702 5.19059 -0.651 -0.366 -0.439 0.04
N 2.62490 5.62427 8.13104 0.549 0.020 0.718 0.03
N -1.58510 -0.70234 1.36447 0.584 0.500 -0.232 0.09
N 2.82592 -5.23352 -4.70855 -0.286 0.596 0.309 0.04
N -0.64170 -4.62161 -4.46475 0.255 0.145 0.540 -0.06
C -1.87394 0.31526 -0.85726 0.800 -0.251 0.074 -0.03
C 0.34835 0.46918 0.37431 -0.672 0.004 -0.288 -0.20
C 3.77387 3.88451 1.96693 -0.600 0.232 -0.041 -0.21
C -7.14818 -3.73566 -4.79969 -0.134 0.943 1.003 -0.44
C 2.36981 3.64618 6.79008 -0.451 0.318 0.084 -0.21
C -2.38511 1.79782 4.12523 0.430 1.322 -0.354 -0.28
C -0.94611 2.26847 4.26753 0.276 -0.149 0.444 -0.08
C -3.01275 -3.81547 -0.41048 1.447 -0.369 0.580 -0.08
C -3.51970 5.33524 -2.70260 0.035 0.571 0.386 -0.23
C -4.92252 -0.43466 2.48690 -0.572 -0.900 0.874 -0.08
C 4.43629 2.56941 -2.02557 0.171 -1.080 -0.025 -0.19
C 5.63458 1.67942 -1.69157 1.093 0.466 0.383 -0.41
C -4.70394 -1.46838 -3.21722 0.224 -0.245 0.734 -0.11
C -6.26932 -2.48621 -4.62823 0.418 -0.922 -0.553 -0.22
C -3.56898 -3.85646 1.02432 -0.136 1.169 -1.561 -0.28
C 5.09581 4.58763 2.22565 0.887 -0.256 -0.926 -0.41
C 3.53216 -4.74289 -3.51419 1.041 -0.462 -0.528 -0.43
C 0.32864 -0.74599 -3.98017 -0.475 0.661 0.496 -0.10
C 4.98480 -4.40813 -3.87146 -0.083 -0.380 -0.286 -0.06
C -1.60473 -7.67565 -7.14682 -0.026 -0.018 -0.889 -0.13
C 1.45009 4.14827 1.91375 -0.590 1.671 0.196 -0.11
C 2.26067 2.48573 -2.84430 0.323 0.456 -0.348 -0.11
C 2.42597 5.16162 6.76824 0.499 1.204 -0.893 -0.44
C 3.53059 5.67992 5.82221 0.028 -0.684 0.243 -0.05
C -4.88941 2.64679 0.18970 0.315 -0.435 0.053 -0.08
C 2.80219 -3.58513 -2.84794 -0.026 -0.138 -0.660 -0.21
C -5.76235 0.50584 3.32377 -0.294 0.654 -0.135 -0.32
C 2.43730 0.38893 1.44891 -0.855 -0.329 0.177 -0.06
C 3.21772 -3.59672 6.08045 0.697 0.345 -0.214 -0.09
C -2.09887 5.03880 -3.13421 -0.055 -1.706 -1.191 -0.43
C 2.80963 -2.04459 -1.09643 -0.266 0.299 0.179 -0.12
C -2.01178 3.58035 -3.63865 -0.602 -0.155 0.503 -0.06
C -0.21039 -1.75543 4.45539 0.137 0.331 0.377 -0.08
C 5.47997 5.53764 1.09066 -0.211 0.643 -0.175 -0.06
C 5.36193 0.57102 -0.68549 -1.311 -0.241 -1.320 -0.05
C -0.90480 -0.36293 0.10117 0.549 -0.216 0.317 -0.40
C -5.68537 5.76205 -3.57895 0.363 0.223 0.688 -0.09
C 4.66179 -2.31764 4.63058 -1.265 -1.110 -1.715 -0.22
C -0.08800 -6.67894 -5.63760 -0.579 1.218 -0.629 -0.23
C 4.77502 -0.89994 4.11423 1.461 1.356 2.044 -0.42
C 0.10794 -3.01080 3.67393 0.583 0.309 -0.703 -0.34
C -1.59833 -3.81924 -3.70820 -0.347 -0.280 -0.413 -0.19
C -7.72103 -3.76226 -6.20807 0.117 -0.304 -0.089 -0.07
C -1.13094 -5.94401 -4.76731 -0.120 -1.339 0.005 -0.22
C -1.05657 -2.51136 -3.17268 -0.133 -0.250 -0.372 -0.22
C 5.58287 -0.67179 2.85980 -0.352 -1.119 -0.495 -0.06
C 2.27723 1.78136 5.33369 0.028 0.026 0.038 -0.11
C -5.27686 1.58351 -0.85275 0.165 1.455 1.211 -0.32
H -2.50373 2.92258 -2.91301 0.268 -0.090 0.094 0.06
H -3.07770 2.31127 4.79829 0.171 -0.092 0.259 0.11
H -4.72004 1.90202 -1.73840 -0.129 -0.683 -0.431 0.10
H 1.29715 -1.04148 -3.56793 0.004 -0.350 -0.176 0.07
H -0.80782 -0.82000 2.01865 -0.294 -0.271 0.191 0.05
H -1.76259 -8.58646 -7.72672 0.308 -0.153 0.204 0.09
H -6.83925 -1.55564 -4.70870 -0.156 0.036 0.072 0.13
H -0.29676 -2.66036 -2.39844 0.120 -0.022 -0.060 0.11
H -3.84502 -4.87146 1.29006 0.018 0.045 0.374 0.12
H 4.45020 0.08285 -1.04045 -0.031 -0.065 0.248 0.04
H -5.48055 -1.35491 2.28060 -0.377 0.233 -0.097 0.08
H -2.43530 1.08708 -0.33216 -0.195 -0.102 -0.040 0.07
H 3.76699 -0.47007 4.07407 -0.013 -0.164 -0.076 0.10
H -4.09955 -1.28879 -4.11042 0.173 0.070 0.087 0.10
H 5.63463 4.97152 0.16888 -0.312 0.018 -0.075 0.06
H -5.54893 -2.53906 -5.45792 0.132 0.416 -0.001 0.12
H 3.51387 6.76438 5.72082 -0.080 0.026 0.085 0.08
H -6.87768 -3.83883 -6.89594 -0.196 -0.146 -0.229 0.08
H -2.46226 -3.58189 -4.34548 -0.124 0.118 -0.016 0.12
H 3.44625 5.22968 4.83130 -0.012 0.051 0.015 0.05
H 5.54324 0.77277 5.11087 -0.054 -0.055 0.268 0.06
H 1.57098 1.22873 5.96161 0.009 -0.242 -0.161 0.09
H -2.30417 -2.46762 1.53211 -0.091 0.297 0.306 0.03
H -4.62729 -0.03124 1.52493 0.460 0.227 0.207 0.05
H 5.08954 -3.87532 -4.82110 -0.266 0.431 0.197 0.07
H -0.36203 1.83689 3.45158 0.030 -0.093 0.041 0.06
H 4.23797 -2.89936 3.79140 -0.067 -0.206 0.138 0.13
H 3.58189 5.39605 8.40556 -0.201 -0.288 0.070 0.07
H -2.49318 0.72588 4.27711 -0.001 -0.037 -0.231 0.10
H -3.53442 6.28304 -2.13945 -0.045 -0.124 0.230 0.13
H -1.91382 -1.97274 -2.75338 0.206 0.120 0.201 0.08
H 2.80231 -4.47876 -5.39408 0.069 -0.105 -0.043 0.07
H -0.97657 3.26202 -3.75835 0.013 0.035 -0.082 0.06
H 0.03960 1.42647 0.81877 0.158 0.165 -0.071 0.12
H -0.40415 -4.14759 -5.32772 -0.014 0.131 0.054 0.11
H -8.83125 -3.02301 -3.95371 -0.101 -0.050 0.324 0.07
H -7.84713 -3.75701 -2.84356 0.160 0.160 -0.026 0.07
H 3.55832 3.19277 2.79007 0.091 0.050 0.087 0.11
H -0.16466 -1.97165 5.52512 -0.275 -0.051 -0.009 0.08
H -4.09430 -1.73888 -2.35136 0.285 0.000 -0.269 0.06
H -4.44163 -3.19473 0.96356 -0.379 -0.387 0.500 0.10
H 0.83185 0.64304 -0.59717 0.298 0.140 0.116 0.12
H 2.60983 -1.09109 -1.60741 0.464 -0.004 -0.329 0.07
H -5.76935 6.66555 -2.96371 -0.084 -0.035 0.168 0.09
H 2.53465 -3.35736 6.89023 -0.002 -0.387 0.110 0.09
H 5.52481 -5.33777 -4.06347 0.015 -0.024 0.259 0.08
H 0.72662 4.96736 1.87490 -0.127 -0.060 -0.326 0.09
H -1.37748 -6.89727 -7.88825 -0.276 0.220 0.115 0.09
H -0.84445 3.35366 4.19310 -0.259 0.030 -0.073 0.08
H 0.22166 -5.97232 -6.42629 0.261 0.143 0.138 0.12
H 1.85176 -5.34286 -4.43149 -0.004 -0.065 -0.168 0.03
H 1.24165 3.72398 2.89979 0.577 -0.540 -0.023 0.07
H -1.90651 5.55884 -4.08154 0.194 0.963 0.565 0.14
H 2.57284 -2.84895 -3.63058 0.035 0.096 -0.094 0.12
H 6.41698 6.08174 1.24447 0.093 -0.301 0.435 0.08
H 2.82011 -0.09933 2.34184 0.482 0.242 -0.161 0.07
H -2.56409 3.44588 -4.56985 0.159 0.137 -0.101 0.08
H 7.50972 1.93584 -0.93857 0.061 0.112 0.029 0.08
H -5.19844 1.36545 3.69877 0.409 -0.173 -0.117 0.09
H -0.26691 5.53198 -2.46538 0.114 -0.259 0.173 0.07
H -5.19240 -0.53693 -2.90371 -0.418 -0.052 -0.406 0.08
H 6.29017 3.21836 1.35142 0.038 -0.220 0.059 0.03
H 5.01715 -0.90134 1.95162 0.082 -0.171 0.015 0.05
H -1.23922 -6.56652 -3.87108 0.087 0.405 0.307 0.13
H -3.68697 -4.13785 -1.20052 -0.196 0.091 0.096 0.07
H 0.46809 -0.15906 -4.88618 0.114 -0.106 -0.058 0.09
H 0.76391 -6.89158 -5.00208 0.124 -0.413 -0.240 0.11
H -1.41385 5.97392 -1.44763 -0.045 -0.090 -0.003 0.06
H -3.87559 4.51486 -2.06299 -0.096 0.127 0.118 0.11
H 3.60985 -5.63542 -2.88773 -0.300 0.337 0.559 0.14
H 4.06172 3.03845 -1.10977 -0.036 0.182 -0.035 0.11
H 1.22376 3.47810 1.08365 0.260 -0.275 0.009 0.07
H -4.97929 0.60845 -0.47059 -0.058 -0.234 -0.406 0.09
H 4.74423 6.33474 0.94901 -0.199 -0.270 -0.184 0.08
H 5.17342 0.99894 0.29567 0.297 -0.131 0.152 0.06
H -6.13516 4.92007 -3.04825 -0.281 0.006 -0.037 0.09
H 2.28153 1.45927 1.61798 0.281 -0.025 0.057 0.07
H -2.01143 -4.42736 -2.90284 0.216 0.040 0.164 0.10
H -6.55159 0.97418 2.72207 -0.215 -0.305 -0.050 0.11
H -2.75496 3.03814 2.56513 0.167 0.166 0.510 0.09
H 1.82933 -3.96539 -2.51044 0.006 0.141 0.409 0.12
H 5.21808 -0.57743 6.06897 0.084 0.604 0.201 0.06
H 0.16116 -2.79971 2.59561 -0.406 0.076 -0.018 0.10
H -0.49914 -1.29449 -0.31473 -0.312 -0.065 -0.183 0.12
H -0.45943 2.00261 5.20685 -0.193 -0.158 0.034 0.07
H 3.38047 -1.83935 -0.19407 -0.208 0.006 0.137 0.08
H -8.29930 -2.88416 -6.50705 0.167 0.266 0.398 0.08
H -2.09408 -4.41705 -0.44466 -0.264 -0.369 -0.091 0.08
H 6.93763 3.30649 -1.63298 0.072 -0.131 -0.064 0.07
H 1.14416 -3.31141 3.85727 -0.152 -0.291 0.491 0.09
H -1.19747 -1.36397 4.19835 -0.090 -0.139 0.121 0.06
H 4.48775 5.38228 6.26485 0.129 0.087 -0.213 0.08
H 2.49942 3.39176 -3.41726 -0.010 0.072 0.031 0.09
H -1.49827 -3.98110 3.29090 -0.142 -0.034 0.054 0.04
H -7.09653 0.90952 -1.30152 0.207 -0.052 -0.068 0.08
H 1.79599 -2.39159 -0.86022 0.180 -0.453 0.301 0.08
H -2.56085 -7.48480 -6.65327 0.170 0.253 0.216 0.08
H -8.40983 -4.59575 -6.34177 0.247 -0.209 0.027 0.08
H -0.12515 -0.08225 -3.22839 0.013 0.026 -0.091 0.07
H 6.97918 3.94819 2.60837 0.025 -0.174 0.101 0.07
H -2.14297 -5.97436 -5.19702 0.117 0.308 -0.356 0.11
H -5.15606 3.62453 -0.20829 -0.089 0.085 0.213 0.07
H 6.03218 1.27785 -2.62986 -0.373 -0.271 -0.074 0.14
H 4.03897 -4.25179 6.38927 -0.209 -0.160 0.280 0.09
H 4.72382 3.31775 -2.77189 0.109 0.290 0.223 0.13
H -1.31358 0.80244 -1.65853 -0.151 -0.018 -0.083 0.07
H 1.57077 1.92001 -3.46641 -0.003 -0.311 0.239 0.07
H 5.60553 -2.81139 4.87189 0.305 0.398 0.174 0.13
H 2.68550 -4.09014 5.26293 -0.067 0.142 -0.088 0.07
H -6.20388 5.97882 -4.50745 0.143 -0.298 -0.193 0.09
H -6.45125 0.42884 5.14731 -0.074 -0.021 0.032 0.08
H 3.33936 3.27888 7.15207 -0.005 -0.172 -0.003 0.13
H 6.41432 -1.37357 2.95753 0.263 0.279 -0.419 0.09
H -2.58683 -2.82683 -0.61477 -0.591 0.255 -0.099 0.05
H 0.50897 -0.94323 4.30512 0.115 -0.137 -0.302 0.06
H 2.12593 1.58217 4.27272 -0.251 -0.178 0.066 0.07
H 3.05179 0.21727 0.56354 0.155 0.157 0.208 0.06
H -6.48347 -4.58114 -4.60615 -0.050 -0.135 -0.323 0.14
H 3.77185 3.29990 1.03462 0.633 -0.179 0.100 0.11
H -2.50709 -0.45863 -1.28764 -0.352 0.310 0.006 0.05
H 3.29253 1.44441 5.57314 0.039 0.214 0.185 0.08
H 2.63852 6.63605 8.21192 -0.417 0.009 -0.329 0.07
H 1.57762 3.35292 7.48826 0.136 -0.183 0.126 0.13
H -4.13459 -0.83022 3.13117 0.565 0.371 -0.459 0.07
H -5.34426 2.46859 1.16360 -0.359 0.064 -0.143 0.06
H 6.10176 -0.22730 -0.71902 0.352 0.303 0.365 0.09
H 1.50840 5.62005 6.38552 -0.314 -0.510 0.228 0.14
H -2.01593 0.17725 1.65577 -0.335 -0.208 0.263 0.06
H 5.09937 5.15397 3.15702 -0.328 -0.231 0.162 0.13
H 5.95159 0.34750 2.75317 -0.031 0.034 0.302 0.07
H 1.79454 2.81023 -1.90951 -0.142 -0.144 0.066 0.08
H -3.81639 2.62562 0.39742 0.059 0.050 -0.300 0.05
H 5.45258 -3.86472 -3.05391 0.138 0.046 -0.125 0.07
```
Forces are in eV/Å.

Computed properties:
Gap between HOMO and LUMO = 9.3 eV
Spin multiplicity = 1
Charge = 0
Energy above the lowest of the compared OMol25 structures with the same formula, charge and spin = 30.6 kcal/mol